97
Properties=species:S:1:pos:R:3:forces:R:3 method="wB97M-V/def2-TZVPD" smiles="C=CCO[P@](=O)(OC[C@H](O)CN)OC[C@H](O)C(F)(F)F.CC(C)=O.CC(C)=O.CC(C)=O.CC(C)=O.CC(C)=O.CC(C)=O" orbital_gap_ev=9.1 multiplicity=1 e_homo_ha=-0.323 de_lowest_ev=0.000
C 0.074807 0.054602 -1.132707 -0.30 1.23 -0.29
C 0.191874 1.416752 -1.034318 -0.46 -0.82 0.44
C -0.268316 2.247094 -2.183411 -0.74 0.05 0.48
O -0.825880 3.561528 -1.890048 -0.36 -0.99 0.11
P -2.333972 3.707896 -1.410167 -0.60 2.26 0.81
O -2.586422 5.115953 -1.039856 0.32 -1.03 -0.33
O -2.617336 2.683014 -0.229025 -0.01 -0.38 -0.94
C -3.640506 1.668214 -0.413288 -0.15 -0.04 0.60
C -3.699888 0.784372 0.832452 -0.06 0.28 -0.31
O -4.247435 -0.473329 0.467093 -0.12 -0.02 0.27
C -4.614637 1.408258 1.926305 0.42 -0.27 -0.20
N -5.976250 0.926861 1.954770 -0.06 0.44 0.41
O -3.296188 3.200118 -2.593371 0.81 -0.54 0.07
C -2.930775 3.435718 -3.946454 -0.12 0.27 -0.69
C -3.800178 2.558572 -4.857499 -0.60 -0.09 0.91
O -5.143640 2.629029 -4.427804 0.05 -0.02 -0.40
C -3.317909 1.100627 -4.910955 0.07 -0.38 -0.55
F -2.377871 0.954861 -5.879102 -0.29 0.06 0.55
F -4.326429 0.248996 -5.193902 0.50 0.37 0.13
F -2.763658 0.677294 -3.745872 -0.26 0.12 -0.44
H 0.917096 -0.623012 -1.069473 -0.27 -0.25 1.67
H -0.916846 -0.328084 -1.378273 0.50 -0.21 -1.58
H 0.576902 1.906805 -0.138427 1.43 0.08 -0.78
H -0.924821 1.654501 -2.829653 -0.08 0.07 0.07
H 0.631198 2.455759 -2.767361 -0.05 0.12 0.06
H -4.597131 2.184284 -0.519715 -0.03 -0.12 -0.30
H -3.428165 1.054723 -1.288254 0.09 0.14 -0.12
H -2.672481 0.690602 1.207586 -0.05 -0.09 0.05
H -3.799924 -0.828462 -0.304250 0.28 -0.10 -0.05
H -4.627438 2.487486 1.760585 0.09 0.02 0.15
H -4.139883 1.245615 2.891963 -0.25 0.03 0.04
H -6.465428 1.078742 1.086898 -0.02 -0.17 -0.10
H -6.033501 -0.039995 2.228175 0.00 -0.15 -0.24
H -1.868763 3.261653 -4.127397 0.02 -0.08 0.07
H -3.141264 4.472863 -4.216273 -0.03 0.02 0.19
H -3.803229 2.956488 -5.871672 0.28 -0.10 -0.03
H -5.305319 1.987058 -3.731444 0.03 0.05 0.22
C -0.974269 -4.844186 0.548279 -0.05 -0.02 -0.20
C -1.322986 -3.407259 0.254835 -0.03 0.05 -0.02
C -1.072804 -2.397896 1.341515 -0.02 0.08 -0.09
O -1.784944 -3.069451 -0.812733 -0.02 -0.01 -0.06
H -1.203812 -5.460610 -0.317626 -0.01 0.00 -0.01
H 0.088348 -4.929959 0.781889 -0.02 0.00 0.12
H -1.548757 -5.199015 1.405061 0.08 0.01 0.07
H -0.012226 -2.377550 1.600045 -0.02 -0.05 0.08
H -1.654188 -2.636388 2.233067 0.08 -0.07 0.05
H -1.370184 -1.422728 0.971875 0.00 0.15 0.06
C 2.940167 -2.702466 -3.003059 0.01 0.19 0.07
C 2.795919 -2.969328 -1.525764 -0.02 -0.06 -0.04
C 2.696269 -4.412036 -1.103898 -0.03 0.11 0.14
O 2.759639 -2.064171 -0.720157 -0.08 0.00 -0.06
H 3.000786 -1.630599 -3.177110 0.00 0.00 0.01
H 3.844290 -3.180892 -3.382421 -0.05 -0.09 -0.04
H 2.080673 -3.106520 -3.540170 0.05 -0.09 -0.03
H 3.589128 -4.964232 -1.401137 -0.04 -0.06 -0.05
H 1.827192 -4.875218 -1.575439 0.06 -0.04 -0.08
H 2.591780 -4.473924 -0.022692 0.00 0.00 0.01
C 4.507947 -2.529222 1.721850 -0.05 -0.19 0.23
C 5.171655 -3.084062 2.956522 -0.03 0.14 0.04
C 6.579580 -2.621860 3.247008 -0.02 -0.15 0.15
O 4.603452 -3.865716 3.684232 -0.01 -0.02 0.04
H 3.508045 -2.938634 1.628074 -0.03 0.01 -0.01
H 4.437452 -1.442640 1.781843 0.10 0.02 -0.11
H 5.083992 -2.796713 0.834209 0.04 0.15 -0.03
H 6.599518 -1.538882 3.376720 0.04 0.02 -0.12
H 7.239344 -2.887648 2.418902 -0.01 0.11 -0.05
H 6.938135 -3.097200 4.156966 -0.01 0.00 0.01
C 5.751409 -8.564515 0.985844 -0.07 -0.02 -0.19
C 5.503076 -7.117419 0.638476 0.03 -0.02 0.05
C 5.776742 -6.101445 1.718343 -0.01 -0.02 -0.24
O 5.102004 -6.788938 -0.454950 -0.02 0.02 -0.04
H 5.517279 -9.190855 0.128712 0.00 0.00 -0.01
H 6.797004 -8.708322 1.262052 -0.02 0.00 0.11
H 5.125339 -8.859097 1.829333 0.08 0.01 0.08
H 6.826212 -6.148579 2.015239 -0.03 -0.06 0.12
H 5.151494 -6.291965 2.590424 0.09 -0.01 0.07
H 5.556973 -5.110371 1.335350 -0.02 0.02 -0.03
C -1.278887 4.188523 4.920244 -0.10 0.01 -0.17
C -2.318879 3.119017 5.150685 0.06 0.05 0.03
C -2.264022 2.388311 6.471241 -0.15 -0.09 -0.09
O -3.154890 2.861337 4.317929 0.02 -0.01 0.04
H -1.427665 4.634298 3.939829 -0.01 0.00 -0.01
H -1.362096 4.963028 5.684223 0.08 -0.04 0.06
H -0.278481 3.755622 4.971298 0.02 0.03 0.10
H -2.385185 3.093680 7.294666 0.10 0.01 0.02
H -1.301594 1.886209 6.582016 0.04 0.08 0.06
H -3.061241 1.650227 6.511803 -0.01 0.00 0.00
C 0.453823 6.405197 -2.876944 0.30 0.08 0.04
C 0.282316 7.762895 -2.241211 -0.12 0.01 -0.05
C -1.128660 8.147462 -1.873848 0.13 0.19 0.14
O 1.223905 8.492887 -2.034489 0.04 0.01 0.02
H 1.506173 6.235443 -3.097627 0.01 0.04 -0.02
H 0.099945 5.637611 -2.190093 -0.13 0.01 -0.10
H -0.121079 6.347842 -3.803298 -0.11 -0.06 0.07
H -1.544047 7.421208 -1.172637 -0.07 -0.08 -0.13
H -1.757201 8.156764 -2.765870 -0.05 -0.10 0.02
H -1.129304 9.137498 -1.423284 0.01 0.01 -0.02

---

106
Properties=species:S:1:pos:R:3:forces:R:3 method="wB97M-V/def2-TZVPD" orbital_gap_ev=8.9 multiplicity=1 e_homo_ha=-0.338
C 1.452644 -3.248343 -4.174736 -0.10 1.05 0.84
N 0.326384 -2.201923 -4.229596 1.40 -1.86 -0.60
C 0.893144 -0.995493 -4.936066 -0.25 -0.50 1.18
C -0.798106 -2.839893 -5.054346 0.12 0.63 1.21
C -0.179846 -1.891233 -2.766666 0.46 -0.04 -1.10
C 0.867724 -1.413013 -1.776026 0.50 1.08 -0.88
O 1.361374 -0.130143 -2.148276 -0.06 -0.63 -1.43
H 2.309494 -2.809133 -3.663836 -0.10 0.26 0.01
H 1.812644 -3.484683 -5.176056 -0.56 -0.33 0.04
H 1.146144 -4.067073 -3.523716 -0.19 -0.27 -0.60
H 1.119904 -1.162763 -5.989016 -0.66 -0.28 0.00
H 1.860914 -0.861053 -4.452916 -0.36 0.88 0.15
H 0.116584 -0.261923 -4.719446 0.69 0.71 -0.51
H -0.481316 -2.959743 -6.090386 0.14 -0.02 0.24
H -1.676216 -2.199153 -4.973856 0.09 -0.01 -0.09
H -1.033686 -3.779703 -4.554996 -0.06 0.01 -0.30
H -0.598236 -2.849983 -2.460306 -0.39 0.35 0.09
H -0.909036 -1.105953 -2.965916 -0.27 -0.31 0.40
H 1.723214 -2.086663 -1.726736 -0.29 -0.41 0.36
H 0.461164 -1.168533 -0.794686 -0.56 -1.38 0.17
H 1.592214 0.230327 -1.288986 0.28 1.01 0.34
C 4.307154 1.851777 -0.655996 -2.00 -0.55 -0.87
F 4.568444 0.962907 -1.670126 0.48 -0.01 1.37
F 5.402374 2.376957 -0.161366 0.00 -0.40 -0.13
F 3.606894 2.794847 -1.314556 -0.01 0.34 0.79
S 3.220224 1.002257 0.810284 2.92 0.25 -0.21
O 3.751134 -0.348493 0.789654 -0.95 0.37 -0.42
O 3.630124 1.792717 1.970164 -1.61 -0.73 -1.81
N 1.658964 1.007207 0.212814 2.81 -0.77 0.52
S 0.817714 2.075497 0.964204 -0.23 2.49 4.69
O 0.829274 1.819417 2.443504 -1.07 0.00 -3.19
O 1.192964 3.453117 0.652404 -1.25 -1.48 -0.62
C -0.937336 1.604627 0.303244 2.30 0.53 -0.78
F -1.812186 2.268427 0.994054 -0.40 -0.06 0.15
F -1.021576 1.970207 -1.012706 -0.15 -0.72 1.11
F -1.116306 0.281927 0.432574 -0.22 0.54 -0.23
C -4.211086 -2.493293 -2.530416 0.38 2.98 0.49
O -3.043926 -2.668173 -2.896356 -1.15 -0.55 0.34
N -4.613836 -1.367563 -1.811176 0.49 -2.82 -2.38
C -3.699196 -0.316803 -1.420446 -0.13 0.48 -0.65
C -6.034146 -1.153503 -1.582366 -0.08 0.90 2.15
H -5.110686 -3.059963 -2.816426 0.46 -0.51 0.00
H -2.650736 -0.505993 -1.650746 -0.23 -0.75 0.24
H -3.836446 -0.059983 -0.370066 0.02 0.08 -0.05
H -3.919656 0.538417 -2.059266 -0.20 0.41 0.36
H -6.863256 -1.687193 -2.046966 0.97 -0.68 -0.79
H -6.109306 -1.393553 -0.521786 -0.78 0.33 0.28
H -6.285626 -0.099833 -1.703436 0.24 0.10 0.02
C 3.323584 -3.503153 -0.064856 -2.08 -1.48 0.62
O 2.423144 -4.172463 0.512824 2.40 1.66 -1.36
N 4.449094 -3.976573 -0.622886 1.42 -1.98 -0.38
C 4.928354 -5.420473 -0.597646 -0.68 1.13 0.00
C 5.385554 -3.093873 -1.310516 -0.76 0.84 -0.52
H 3.280164 -2.426973 -0.293256 -0.44 0.05 0.56
H 5.232164 -5.665063 -1.615476 -0.04 -0.06 0.04
H 4.163134 -6.125543 -0.272966 -0.19 0.44 0.01
H 5.794754 -5.547163 0.051504 0.01 0.25 0.07
H 4.903414 -2.246033 -1.797136 -0.67 0.34 0.62
H 6.121734 -2.646593 -0.642616 0.38 -0.50 -0.31
H 5.760664 -3.533723 -2.234596 0.67 -0.68 0.56
C -1.766486 2.602317 4.200194 0.10 3.39 -1.90
O -1.777096 3.765787 3.647244 0.30 -4.23 1.47
N -2.534466 2.278077 5.235094 -1.85 0.59 0.54
C -2.465086 0.996317 5.912104 0.71 -0.18 0.56
C -3.420366 3.317377 5.769134 0.29 1.33 1.03
H -1.160896 1.732467 3.902144 0.38 0.51 -0.43
H -1.470906 0.563197 5.802054 0.02 -0.04 -0.48
H -3.205796 0.241557 5.647914 -0.22 0.26 -0.40
H -2.524476 1.100897 6.995444 -0.28 0.47 0.03
H -3.394026 4.283617 5.265364 0.65 -0.52 -0.82
H -4.497046 3.178767 5.867324 0.11 -1.20 -0.08
H -3.020876 3.624267 6.735734 -0.19 -0.34 0.42
C -4.358406 3.471757 1.291234 0.64 0.51 0.42
C -4.504696 3.078357 -0.154316 -1.93 0.20 0.41
O -5.355836 2.225407 -0.438626 1.70 1.19 -0.11
C -3.687756 3.805017 -1.212216 1.13 -1.22 -0.41
H -3.619676 2.858417 1.807184 -0.53 -0.47 0.03
H -5.315806 3.463057 1.812194 0.09 -0.24 -0.11
H -3.868556 4.431677 1.454614 -0.26 0.36 -0.41
H -3.899786 4.805497 -1.589276 -1.16 -0.21 0.20
H -3.621176 3.060307 -2.005366 -0.18 0.45 -0.58
H -2.645506 3.972827 -0.940816 0.08 -0.32 0.72
C 6.473444 -2.154953 2.193924 -0.45 0.72 0.86
C 7.188764 -1.021773 2.869884 1.20 0.92 1.21
N 7.773504 -0.179593 3.444064 -1.64 -2.26 -1.69
H 5.529234 -2.350843 2.702064 -0.24 0.59 0.09
H 6.932734 -3.135703 2.317544 0.78 0.38 -0.46
H 6.213034 -1.861023 1.177114 0.29 -0.25 0.09
C -2.714976 -2.285393 2.270354 1.13 -0.67 -1.51
C -3.869936 -3.137373 1.920844 -4.12 -1.74 0.45
N -4.856516 -3.773643 1.701904 4.29 2.61 0.68
H -1.840666 -2.913983 2.439344 -0.11 -0.33 0.25
H -2.666896 -1.513313 3.038264 -1.13 -0.29 0.08
H -2.437946 -1.829403 1.319864 -0.04 0.46 -0.03
C 1.655224 3.856807 5.036874 -0.84 0.95 1.23
C 0.779034 4.806527 5.869964 -0.90 0.51 0.09
N 0.062734 5.513167 6.472994 1.88 -1.79 -1.39
H 1.585014 4.058257 3.967954 -0.13 0.13 0.18
H 1.333444 2.831897 5.221574 -0.07 0.10 -0.05
H 2.682004 3.954587 5.389384 -0.04 0.05 -0.14
C 1.004454 3.040187 -3.365926 -0.74 0.22 0.12
C -0.257656 2.558577 -3.972496 1.19 0.16 0.08
N -1.210206 2.135077 -4.448186 -0.33 -0.17 -0.08
H 1.808614 2.309737 -3.454676 -0.24 -0.06 0.09
H 0.766344 3.242497 -2.321666 0.34 -0.16 0.15
H 1.329084 3.990447 -3.789856 -0.15 -0.11 -0.23